A cluster of 16 separate species, C56H154N10O16 in total at a distorted geometry. Source: OMol25; level of theory: ωB97M-V/def2-TZVPD.

Each line ends with the Löwdin charge.
Positions of all 236 atoms, in Å:
1 C -14.8489 -12.4369 26.6142  -0.04
2 C -14.8631 -12.9749 28.0406  -0.52
3 C -14.1050 -14.2544 28.1672  -0.04
4 O -14.2771 -12.0623 28.9131  -0.04
5 H -15.3462 -11.4704 26.5232  0.05
6 H -15.3460 -13.1103 25.9099  0.07
7 H -13.8111 -12.3659 26.2776  0.07
8 H -15.9022 -13.1408 28.3250  0.12
9 H -14.1006 -14.6516 29.1902  0.09
10 H -13.0940 -14.1029 27.7717  0.07
11 H -14.5458 -14.9949 27.4901  0.08
12 H -14.6966 -11.2038 28.7833  0.04
13 C -11.9108 -10.3255 20.0189  -0.03
14 C -11.4000 -11.7536 19.8703  -0.46
15 C -10.7103 -12.2561 21.0682  -0.06
16 O -12.4863 -12.6862 19.5542  -0.08
17 H -12.8573 -10.2046 19.4891  0.08
18 H -11.2202 -9.5589 19.6745  0.08
19 H -12.0602 -10.1246 21.0833  0.05
20 H -10.6834 -11.8234 19.0370  0.14
21 H -9.9586 -11.5584 21.4365  0.10
22 H -10.2365 -13.2152 20.8266  0.09
23 H -11.4340 -12.4637 21.8654  0.08
24 H -12.8000 -12.4467 18.6743  0.10
25 C -18.3701 -13.5502 25.1977  -0.06
26 C -18.4490 -13.6355 26.6777  -0.48
27 C -18.4515 -12.2975 27.3790  -0.05
28 O -19.6882 -14.3627 26.9680  -0.06
29 H -17.4250 -13.0625 24.9423  0.07
30 H -19.2305 -12.9633 24.8430  0.08
31 H -18.4190 -14.5401 24.7306  0.07
32 H -17.5972 -14.2452 27.0031  0.13
33 H -17.6774 -11.6430 26.9761  0.07
34 H -18.2863 -12.3773 28.4585  0.08
35 H -19.4167 -11.8135 27.1982  0.08
36 H -19.6660 -14.4337 27.9236  0.08
37 C -17.9383 -15.5769 18.3144  -0.06
38 C -18.1057 -14.2650 17.5563  -0.45
39 C -19.3252 -13.4625 18.0190  -0.04
40 O -16.8845 -13.4850 17.6278  -0.11
41 H -17.7428 -15.3656 19.3677  0.05
42 H -17.0691 -16.0713 17.8879  0.07
43 H -18.7816 -16.2778 18.2793  0.09
44 H -18.2172 -14.4994 16.4939  0.13
45 H -20.2116 -13.6085 17.3840  0.08
46 H -19.0700 -12.3986 17.9963  0.07
47 H -19.5644 -13.6714 19.0660  0.06
48 H -16.5739 -13.4092 18.5330  0.00
49 C -14.6498 -16.9845 19.8016  -0.09
50 C -13.7277 -15.8656 19.4394  -0.29
51 O -13.3593 -15.1362 20.6548  -0.12
52 H -14.1747 -17.5690 20.5986  0.08
53 H -14.8981 -17.6616 18.9859  0.08
54 H -15.5501 -16.5366 20.2411  0.05
55 H -14.2526 -15.1560 18.7906  0.10
56 H -12.8107 -16.1906 18.9338  0.11
57 H -12.9412 -14.3213 20.3570  0.02
58 C -13.7774 -14.6336 23.7004  -0.10
59 C -14.5608 -15.8774 23.6145  -0.33
60 O -15.7083 -15.7504 24.4691  -0.12
61 H -13.4484 -14.4576 24.7201  0.06
62 H -14.3991 -13.8088 23.3399  0.06
63 H -12.8767 -14.7180 23.0961  0.07
64 H -13.9565 -16.7536 23.8884  0.12
65 H -14.8617 -16.0130 22.5582  0.09
66 H -16.3164 -16.4689 24.2578  -0.01
67 C -13.7199 -8.5124 27.3123  -0.03
68 C -15.2610 -8.6146 26.9416  -0.36
69 C -16.1577 -8.6368 28.1992  -0.20
70 O -15.7627 -9.6562 29.0730  -0.22
71 C -16.5567 -9.6931 30.2135  -0.11
72 N -15.7258 -7.4767 26.0688  0.05
73 H -13.3275 -9.3923 27.8284  0.06
74 H -13.5739 -7.5932 27.8939  0.08
75 H -13.1264 -8.4021 26.3973  0.05
76 H -15.4453 -9.5339 26.3910  0.09
77 H -17.2212 -8.7317 27.9155  0.12
78 H -16.0336 -7.6710 28.7336  0.13
79 H -17.6252 -9.8824 30.0104  0.10
80 H -16.4825 -8.7566 30.7893  0.10
81 H -16.1752 -10.5022 30.8351  0.10
82 H -15.1940 -7.4483 25.2062  0.01
83 H -15.4318 -6.6194 26.5149  0.07
84 C -17.6585 -12.9941 21.7363  -0.02
85 C -16.6594 -12.1793 20.8671  -0.36
86 C -15.7862 -11.2788 21.7376  -0.20
87 O -16.5993 -10.2709 22.2865  -0.21
88 C -15.9280 -9.4810 23.2356  -0.10
89 N -15.8059 -13.1377 20.1193  0.07
90 H -17.1365 -13.7727 22.3094  0.08
91 H -18.3540 -13.5007 21.0716  0.05
92 H -18.2782 -12.3503 22.3693  0.06
93 H -17.2187 -11.5501 20.1630  0.13
94 H -15.0032 -10.8213 21.0936  0.13
95 H -15.3058 -11.8930 22.5129  0.12
96 H -15.0942 -8.9026 22.8201  0.07
97 H -15.5546 -10.1117 24.0536  0.07
98 H -16.6866 -8.8271 23.6700  0.07
99 H -15.0179 -12.6950 19.6694  0.07
100 H -15.3491 -13.7864 20.7437  0.07
101 C -18.3616 -17.2243 21.6991  -0.04
102 C -18.7696 -17.3541 23.1469  -0.42
103 C -19.8839 -18.3436 23.3898  -0.22
104 O -20.1986 -18.4829 24.7418  -0.17
105 C -20.8755 -17.4023 25.2782  -0.10
106 N -17.6059 -17.6738 23.9840  0.06
107 H -17.5346 -16.5165 21.6170  0.06
108 H -19.1622 -16.8792 21.0431  0.07
109 H -18.0397 -18.2036 21.3275  0.09
110 H -19.1222 -16.3774 23.5133  0.12
111 H -19.5858 -19.3308 23.0336  0.14
112 H -20.7482 -18.0756 22.7779  0.09
113 H -21.8170 -17.2014 24.7330  0.09
114 H -20.2881 -16.4842 25.3143  0.07
115 H -21.1592 -17.6859 26.2993  0.10
116 H -17.9027 -17.8442 24.9377  0.10
117 H -17.1223 -18.5111 23.7101  0.10
118 C -22.7123 -5.4817 26.2975  -0.07
119 C -22.5614 -6.2763 25.0152  -0.42
120 C -21.5542 -7.4072 25.1513  -0.25
121 O -20.2648 -6.9005 25.2606  -0.16
122 C -19.3084 -7.8658 25.4942  -0.13
123 N -23.8825 -6.9378 24.7766  0.04
124 H -23.4081 -4.6655 26.0797  0.08
125 H -21.7697 -5.0277 26.5759  0.07
126 H -23.0901 -6.0817 27.1337  0.09
127 H -22.2140 -5.5950 24.2273  0.14
128 H -21.6482 -8.1026 24.2971  0.10
129 H -21.8640 -8.0167 26.0271  0.14
130 H -19.4808 -8.7946 24.9125  0.08
131 H -19.3188 -8.2283 26.5319  0.08
132 H -18.3071 -7.5205 25.2378  0.06
133 H -24.0100 -7.3631 23.8757  0.05
134 H -24.6623 -6.3070 24.8623  0.06
135 C -23.1548 -18.6174 20.7927  -0.06
136 C -23.4201 -18.0559 22.1736  -0.42
137 C -23.2816 -16.5381 22.2560  -0.24
138 O -21.9892 -16.1358 21.9379  -0.20
139 C -21.7657 -14.7541 22.1323  -0.10
140 N -24.7596 -18.4487 22.6896  0.04
141 H -23.3359 -19.6935 20.8249  0.07
142 H -22.1342 -18.4854 20.4469  0.07
143 H -23.8684 -18.2173 20.0648  0.08
144 H -22.6974 -18.5023 22.8730  0.12
145 H -23.5992 -16.1925 23.2559  0.12
146 H -23.9911 -16.0562 21.5528  0.13
147 H -21.9488 -14.3567 23.1455  0.09
148 H -22.3790 -14.1401 21.4599  0.09
149 H -20.7139 -14.6193 21.8630  0.08
150 H -25.5026 -18.1737 22.0730  0.06
151 H -24.8868 -19.4269 22.8496  0.06
152 C -17.5885 -8.5770 19.1556  -0.05
153 C -17.6203 -7.3383 20.0198  -0.42
154 C -18.4184 -6.2422 19.4001  -0.21
155 O -17.9988 -5.8573 18.0936  -0.19
156 C -16.8770 -5.0104 18.0689  -0.11
157 N -18.2729 -7.6872 21.3371  0.08
158 H -18.5654 -9.0540 19.2049  0.09
159 H -16.8925 -9.2863 19.6420  0.07
160 H -17.2443 -8.4747 18.1291  0.05
161 H -16.5705 -7.0151 20.1477  0.12
162 H -18.3315 -5.3500 20.0561  0.13
163 H -19.4695 -6.5209 19.3102  0.13
164 H -16.0904 -5.3732 18.7363  0.07
165 H -17.1433 -3.9545 18.2364  0.09
166 H -16.4563 -5.0447 17.0577  0.08
167 H -17.9181 -8.5252 21.7732  0.03
168 H -18.2457 -6.9434 22.0182  0.06
169 C -10.2014 -13.1773 26.4286  -0.06
170 C -9.8638 -11.7332 26.3599  -0.49
171 C -11.0055 -10.9174 25.8662  -0.25
172 O -11.2958 -11.1295 24.5145  -0.17
173 C -12.4662 -10.4438 24.0834  -0.08
174 N -9.2865 -11.2983 27.5958  0.05
175 H -10.6551 -13.4852 25.4833  0.08
176 H -10.8903 -13.3565 27.2590  0.07
177 H -9.3222 -13.7919 26.5957  0.08
178 H -9.0922 -11.6322 25.5874  0.15
179 H -10.7439 -9.8589 26.0636  0.13
180 H -11.9055 -11.1122 26.4997  0.12
181 H -13.3791 -10.8421 24.5403  0.07
182 H -12.5492 -10.6462 23.0180  0.06
183 H -12.3358 -9.3637 24.1988  0.07
184 H -9.8422 -11.4973 28.4181  0.08
185 H -9.0214 -10.3253 27.5948  0.07
186 C -15.0920 -5.3931 22.4488  -0.06
187 C -13.8634 -6.2550 22.3756  -0.44
188 C -12.6690 -5.4637 21.9270  -0.22
189 O -11.5048 -6.2564 21.9005  -0.19
190 C -10.3731 -5.5868 21.4626  -0.13
191 N -13.6894 -6.9409 23.6483  0.05
192 H -15.3372 -5.0467 21.4489  0.07
193 H -15.0313 -4.5075 23.0886  0.09
194 H -15.9256 -6.0241 22.7715  0.07
195 H -14.0797 -7.0506 21.6442  0.14
196 H -12.5076 -4.6210 22.6442  0.14
197 H -12.8366 -4.9249 20.9732  0.13
198 H -9.5700 -6.3250 21.3544  0.09
199 H -10.0297 -4.7991 22.1379  0.09
200 H -10.5416 -5.1946 20.4544  0.09
201 H -13.5303 -6.3147 24.4161  0.08
202 H -12.8909 -7.5442 23.6937  0.05
203 C -17.9065 -10.5897 15.2932  -0.05
204 C -16.4202 -10.3162 15.4796  -0.43
205 C -16.0777 -8.8832 15.3885  -0.25
206 O -16.3344 -8.4185 14.1010  -0.18
207 C -16.1877 -7.0476 13.8938  -0.11
208 N -15.9094 -10.8722 16.7777  0.05
209 H -18.3788 -10.2842 16.2378  0.08
210 H -18.1893 -11.6323 15.1220  0.07
211 H -18.3030 -10.0435 14.4303  0.08
212 H -15.8167 -10.8482 14.7173  0.15
213 H -15.0093 -8.7575 15.6392  0.13
214 H -16.6189 -8.2624 16.1320  0.12
215 H -16.7405 -6.4852 14.6621  0.08
216 H -16.6573 -6.8367 12.9332  0.09
217 H -15.1527 -6.6795 13.8415  0.09
218 H -16.2458 -11.8402 16.8592  0.03
219 H -16.4537 -10.4278 17.5114  0.03
220 C -20.4861 -10.3203 22.1945  -0.06
221 C -21.7608 -11.1034 22.4913  -0.39
222 C -22.0471 -11.2262 24.0119  -0.21
223 O -23.0405 -12.2048 24.1741  -0.20
224 C -23.1171 -12.6428 25.5052  -0.11
225 N -22.8902 -10.5313 21.7248  0.06
226 H -19.6567 -10.7241 22.7794  0.06
227 H -20.6144 -9.2810 22.5275  0.06
228 H -20.2127 -10.3189 21.1473  0.07
229 H -21.6182 -12.1250 22.1145  0.11
230 H -22.4354 -10.2680 24.3869  0.11
231 H -21.1794 -11.4453 24.6422  0.11
232 H -23.8477 -13.4561 25.5232  0.09
233 H -23.4591 -11.8256 26.1438  0.09
234 H -22.1677 -13.0562 25.8817  0.08
235 H -23.0143 -9.5440 21.8406  0.05
236 H -23.7496 -11.0044 21.9218  0.06

Its frontier orbital gap is 9.42 eV. The electronic energy is -3977.25109 a.u. For the HOMO energy, the calculation gives -0.331 Eh. As for the charge: 0.